Computed, not measured: an isolated ion of composition C5H10N3 and charge +1 in a non-equilibrium geometry, with ωB97M-V with the def2-TZVPD basis set.

HOMO level	-12.0	eV
energy	-9805.0945	eV
orbital gap	0.2787	hartree
total charge	+1
LUMO energy	-4.4	eV

Each atom is followed by the atoms it is bonded to, with distances in Å.
Element x y z (Å)
1 C -1.331 1.611 0.613  N6 1.306, N7 1.447, H9 1.077
2 C -0.627 -0.372 -0.562  C5 1.461, N6 1.366
3 C 0.505 0.278 1.441  C4 1.443, N7 1.278
4 C 1.150 -0.562 2.421  C3 1.443, H10 1.101, H11 1.116, H12 1.086
5 C -0.041 -1.028 -1.728  C2 1.461, N8 1.450, H13 1.190, H14 1.117
6 N -1.365 0.764 -0.381  C1 1.306, C2 1.366, H18 1.081
7 N -0.315 1.249 1.578  C1 1.447, C3 1.278, H15 1.026
8 N -0.111 -0.147 -2.877  C5 1.450, H16 1.004, H17 1.026
9 H -2.049 2.413 0.658  C1 1.077
10 H 2.111 -0.526 1.885  C4 1.101
11 H 1.121 -0.353 3.517  C4 1.116
12 H 0.634 -1.502 2.251  C4 1.086
13 H 1.098 -1.266 -1.481  C5 1.190
14 H -0.422 -2.070 -1.865  C5 1.117
15 H -0.471 1.869 2.379  N7 1.026
16 H 0.842 0.000 -3.160  N8 1.004
17 H -0.514 -0.616 -3.696  N8 1.026
18 H -1.903 1.194 -1.214  N6 1.081